Entry from the OMol25 dataset: C6H9FO in the gas phase (ωB97M-V with the def2-TZVPD basis set).

```
17
Properties=species:S:1:pos:R:3:forces:R:3
C -0.39439 1.81043 -1.70507 0.207 -0.002 -0.324
C -0.53592 0.75545 -0.91358 -0.810 0.802 1.206
C -1.69530 0.62730 0.05307 -0.065 1.128 -1.178
O 0.35297 -0.27418 -0.94733 0.462 -0.360 -0.381
C 0.72115 -0.97437 0.19017 0.338 -0.742 -0.816
C 0.68136 -2.30680 0.14518 0.108 1.190 0.428
C 1.39582 -0.17484 1.28267 0.276 -0.414 -0.699
F 1.69899 -1.04458 2.31670 -0.132 0.453 0.172
H -1.04010 2.68845 -1.58963 0.142 -0.642 -0.341
H 0.37159 1.77758 -2.47560 0.038 0.356 0.258
H -1.42627 0.80916 1.06387 0.390 -0.012 1.031
H -2.44237 1.40059 -0.20898 0.295 -0.550 0.105
H -2.12918 -0.34562 -0.02473 -0.382 -0.672 -0.030
H 1.08482 -2.83721 0.98070 0.103 -0.383 0.195
H 0.29956 -2.82386 -0.71131 -0.229 -0.115 -0.202
H 2.34277 0.30918 0.96192 -0.560 -0.387 -0.099
H 0.71450 0.60333 1.58194 -0.184 0.350 0.675
```
Positions in Å, forces in eV/Å.

Properties
- Lowest unoccupied orbital energy: 0.924 eV
- Orbital gap: 9.9 eV
- Net charge: 0
- ΔE to the lowest compared entry with this formula, charge and spin: 105.0 kJ/mol
- SMILES: C=C(C)OC(=C)CF

---

Entry from the OMol25 dataset: C6H9FO in the gas phase (ωB97M-V with the def2-TZVPD basis set).

```
17
Properties=species:S:1:pos:R:3:forces:R:3
C -2.41793 -0.98626 0.00006 2.084 -0.439 -0.534
C -1.04158 -0.89820 -0.06489 -3.340 0.340 0.753
F -0.32738 -2.03446 -0.03875 0.105 -0.113 -0.220
C -0.27952 0.35438 -0.00305 -0.758 0.361 -0.631
C -1.08424 1.65634 -0.07468 -0.978 -0.898 0.208
C 1.04828 0.38555 -0.00803 0.328 -0.441 0.215
C 2.01156 -0.81182 -0.05181 -0.020 1.410 0.085
O 3.34780 -0.27139 -0.13955 -0.629 -0.442 0.796
H -2.94261 -1.95375 -0.06586 0.551 0.547 0.190
H -3.03795 -0.09841 0.02798 0.269 -0.064 -0.040
H -1.80500 1.76235 0.77102 0.748 0.001 -0.369
H -1.73095 1.70554 -0.97483 0.510 -0.223 0.288
H -0.40233 2.48370 -0.12186 0.203 0.463 0.184
H 1.50682 1.37486 0.09415 0.110 -0.384 -0.262
H 1.85629 -1.40380 0.86418 0.301 -0.084 -0.403
H 1.85221 -1.42054 -0.93889 0.032 -0.041 0.137
H 3.44653 0.15591 0.72483 0.484 0.005 -0.396
```
Positions in Å, forces in eV/Å.

Properties
- Lowest unoccupied orbital energy: 0.731 eV
- Orbital gap: 9.6 eV
- Net charge: 0
- ΔE to the lowest compared entry with this formula, charge and spin: 78.4 kJ/mol
- SMILES: C=C(F)/C(C)=C\CO

---

Entry from the OMol25 dataset: 2 unconnected molecules or ions with the total composition C6H9FOS (ωB97M-V with the def2-TZVPD basis set).

```
18
Properties=species:S:1:pos:R:3:forces:R:3
C 2.19427 0.52787 -0.87032 0.042 0.124 -0.026
C 2.31855 -0.51393 0.20001 -0.196 -0.083 -0.078
C 1.50442 -1.54778 0.34014 0.684 0.101 0.480
F 0.46387 -1.76098 -0.48970 0.057 -0.323 -0.408
H 1.34150 0.31872 -1.51925 0.119 0.062 0.038
H 3.09805 0.56403 -1.49026 -0.134 -0.046 0.113
H 2.05925 1.52574 -0.43485 -0.007 -0.211 -0.061
H 3.12809 -0.43096 0.92092 -0.143 -0.060 -0.080
H 1.57947 -2.31641 1.10360 -0.031 0.126 -0.133
O -0.58405 2.26162 0.08035 -0.200 -0.229 -0.144
C -1.29281 1.35935 -0.27773 0.083 -0.014 0.162
C -1.53214 0.09493 0.54875 -0.106 0.055 -0.037
C -2.99763 -0.21375 0.62316 -0.081 0.023 -0.196
S -3.87004 -0.81303 -0.59535 0.187 0.120 0.244
H -1.82115 1.37224 -1.25404 0.063 0.034 0.097
H -1.08383 0.23793 1.53341 -0.033 0.004 -0.062
H -1.01679 -0.71904 0.02130 -0.315 0.366 0.143
H -3.48901 0.05346 1.55986 0.012 -0.049 -0.052
```
Positions in Å, forces in eV/Å.

Properties
- Lowest unoccupied orbital energy: -0.444 eV
- Orbital gap: 8.5 eV
- Net charge: 0
- ΔE to the lowest compared entry with this formula, charge and spin: 0.0 kJ/mol
- SMILES: C/C=C\F.O=CCC=S

---

Entry from the OMol25 dataset: a molecular structure, C6H9FeO4 (ωB97M-V with the def2-TZVPD basis set).

```
20
Properties=species:S:1:pos:R:3:forces:R:3
O -1.56213 1.33524 -1.18321 -0.127 -0.234 0.120
C -0.60087 2.04276 -1.83067 0.631 -0.508 0.242
C -0.26640 1.87885 -3.12200 0.411 -0.481 -0.127
H -0.06611 2.75197 -1.18956 -0.302 -0.014 -0.198
H 0.51627 2.51241 -3.54093 -0.314 -0.085 0.044
H -0.81748 1.19931 -3.77491 0.066 0.314 0.158
O -0.25070 -0.08274 1.50025 -0.921 0.027 -0.237
C -0.03566 -0.10152 0.22380 -2.093 1.632 0.549
O 1.10588 0.19535 -0.16238 0.356 -0.804 -0.753
Fe 0.96959 -0.30675 -2.05396 -1.055 0.633 -1.041
O -0.87686 -0.76883 -1.93630 1.086 -0.792 -1.714
C -1.36269 -0.07832 -0.94422 1.600 0.691 2.280
H -2.31565 -0.42464 -0.52388 0.422 0.078 0.119
C -0.04669 -1.25564 2.32763 0.046 -0.458 0.831
H -0.68042 -1.07665 3.20181 0.125 -0.006 -0.281
H -0.42636 -2.13670 1.79831 0.031 0.170 0.068
C 1.40506 -1.38971 2.72134 0.283 -0.168 -0.044
H 2.00929 -1.79127 1.89653 -0.090 0.133 0.235
H 1.82009 -0.41971 3.02350 -0.167 -0.270 -0.024
H 1.48184 -2.08343 3.56886 0.015 0.145 -0.229
```
Positions in Å, forces in eV/Å.

Properties
- Lowest unoccupied orbital energy (alpha / beta): -5.453 / -5.648 eV
- Orbital gap (alpha / beta): 8.2 / 8.1 eV
- Net charge: +1
- ΔE to the lowest compared entry with this formula, charge and spin: 0.0 kJ/mol
- Spin multiplicity: 5

---

Entry from the OMol25 dataset: a molecular structure, C6H9InO6 (ωB97M-V with the def2-TZVPD basis set).

```
22
Properties=species:S:1:pos:R:3:forces:R:3
In -1.23775 2.23818 0.92911 1.909 -2.104 -0.582
C 0.10692 1.18008 -3.27002 -1.288 -0.811 0.755
C -1.39619 0.91512 -2.92152 2.009 0.400 -1.272
O -1.87190 1.22857 -1.79718 -0.595 0.240 1.611
O -2.20871 0.39366 -3.69915 0.420 0.112 0.483
H 0.16997 1.55744 -4.29067 0.184 -0.069 0.181
H 0.63023 0.23432 -3.12936 -0.187 -0.348 -0.597
H 0.64722 1.76158 -2.52300 -0.498 0.657 -0.068
C -1.90789 -2.99289 1.53664 -0.606 -1.115 -0.170
C -2.07234 -1.66795 0.77030 -0.850 2.257 -2.140
O -2.69915 -1.59290 -0.35065 0.919 -1.277 2.087
O -1.51191 -0.67653 1.30324 0.247 0.334 0.752
H -2.74127 -3.68100 1.39491 -0.198 0.288 -0.463
H -1.84157 -2.89707 2.62039 0.393 0.650 -0.252
H -1.04533 -3.52240 1.13204 0.182 0.275 0.083
C 3.34168 0.78678 1.92132 -1.458 0.419 0.782
C 1.97518 1.38137 1.48703 -1.821 2.220 -0.541
O 1.42006 1.08826 0.39647 0.412 -0.530 0.365
O 1.42140 2.26446 2.25773 0.327 -1.110 -0.249
H 3.41021 1.00100 2.98786 0.080 -0.176 0.001
H 4.19563 1.28665 1.46416 -0.255 -0.395 -0.481
H 3.21558 -0.28668 1.78029 0.674 0.080 -0.285
```
Positions in Å, forces in eV/Å.

Properties
- Lowest unoccupied orbital energy: -5.891 eV
- Orbital gap: 3.5 eV
- Net charge: 0
- ΔE to the lowest compared entry with this formula, charge and spin: 401.9 kJ/mol

---

Entry from the OMol25 dataset: a molecular structure, C6H9MgO5Ru (ωB97M-V with the def2-TZVPD basis set).

```
22
Properties=species:S:1:pos:R:3:forces:R:3
O 2.38806 1.33941 0.27590 1.205 -3.121 1.973
C 2.62887 -0.00488 0.26160 1.934 3.078 -2.305
C 2.23827 -0.64122 -0.95247 -2.247 1.163 -0.792
O 1.20571 -0.03506 -1.66230 2.302 -2.690 -0.917
Ru 0.62999 1.54676 -0.55733 -0.190 4.442 0.608
H 3.60381 -0.32103 0.66411 -0.717 -0.035 0.564
H 3.03892 -0.98194 -1.62162 -0.433 -1.199 0.637
O -1.18283 -1.62040 -0.77847 0.717 0.457 0.553
C -0.39870 -1.74411 0.32861 1.486 -1.091 -2.442
C -0.38412 -0.68617 1.35610 3.638 1.627 0.325
O -0.64256 0.62592 0.84851 -0.271 -0.567 0.916
C -2.00405 1.03000 0.60376 -0.841 -0.253 0.197
C -1.97530 1.91684 -0.59243 -1.243 0.236 0.821
O -1.16703 1.52592 -1.59222 -0.065 -0.599 -1.568
Mg -0.65761 -0.35641 -2.12293 -0.598 -0.434 0.604
H -0.47702 -2.72706 0.82950 0.293 0.206 -0.412
H -1.06056 -0.86577 2.19779 0.658 -0.074 0.248
H -2.41503 1.53614 1.48937 0.132 -0.080 -0.249
H -2.58036 0.10496 0.42201 0.027 0.220 0.028
H -2.79735 2.60769 -0.80169 0.345 -0.283 -0.029
H 1.02651 -0.58901 1.54913 -4.306 -0.283 0.579
H 0.98239 -1.66058 -0.14497 -1.828 -0.720 0.660
```
Positions in Å, forces in eV/Å.

Properties
- Lowest unoccupied orbital energy (alpha / beta): -4.409 / -5.938 eV
- Orbital gap (alpha / beta): 6.2 / 6.3 eV
- Net charge: +1
- ΔE to the lowest compared entry with this formula, charge and spin: 350.0 kJ/mol
- Spin multiplicity: 7